[1]
A molecular structure, C31H27Cl4F3O4 at a distorted geometry. Source: OMol25; level of theory: ωB97M-V/def2-TZVPD.

Each line ends with the Löwdin charge.
Cartesian coordinates (Å):
F -1.123 3.345 4.337  0.071
C -0.136 3.345 3.420  -0.257
C 0.131 2.176 2.692  0.000
C 1.232 2.045 1.875  -0.157
C 2.201 3.047 1.879  -0.051
C 1.844 4.320 2.445  -0.048
C 0.668 4.440 3.216  -0.026
H -0.607 1.395 2.804  0.106
H 1.283 1.129 1.304  0.051
H 3.173 2.964 1.414  0.101
H 2.413 5.227 2.308  0.097
H 0.323 5.388 3.600  0.113
F 1.656 -4.951 0.809  0.012
C 2.066 -3.663 0.477  -0.199
C 2.167 -3.284 -0.848  -0.016
C 2.462 -1.970 -1.195  -0.094
C 2.667 -1.012 -0.217  -0.092
C 2.365 -1.275 1.111  -0.057
C 2.139 -2.598 1.504  0.020
H 2.164 -3.948 -1.700  0.119
H 2.630 -1.725 -2.234  0.100
H 2.921 0.006 -0.475  0.107
H 2.299 -0.505 1.865  0.099
H 1.992 -2.945 2.516  0.100
F 2.977 1.639 -3.022  -0.007
C 2.607 0.515 -3.676  -0.280
C 3.543 -0.353 -4.161  -0.008
C 3.182 -1.363 -5.041  -0.073
C 1.848 -1.585 -5.288  -0.108
C 0.876 -0.789 -4.756  -0.061
C 1.283 0.254 -3.884  -0.039
H 4.585 -0.255 -3.894  0.126
H 3.869 -2.089 -5.451  0.108
H 1.482 -2.396 -5.900  0.106
H -0.174 -0.949 -4.952  0.117
H 0.590 0.926 -3.397  0.139
C -3.655 1.796 2.090  0.015
C -3.608 1.928 3.461  -0.027
C -3.165 0.917 4.345  -0.282
C -2.907 -0.299 3.686  0.021
C -2.994 -0.447 2.357  -0.056
C -3.344 0.569 1.473  -0.259
O -3.211 0.378 0.112  0.057
O -3.153 1.089 5.707  0.056
H -4.019 2.654 1.545  0.120
H -3.965 2.893 3.788  0.117
H -2.543 -1.165 4.219  0.128
H -2.770 -1.416 1.936  0.124
H -3.642 1.025 -0.451  0.173
H -2.415 0.648 6.134  0.109
C -0.568 -1.314 -1.045  -0.110
C 0.452 -0.715 -1.760  -0.059
C 1.073 0.392 -1.214  -0.302
C 0.486 1.092 -0.149  -0.042
C -0.664 0.611 0.433  0.001
C -1.132 -0.580 0.023  -0.236
O -2.215 -1.070 0.706  -0.091
O 2.218 0.929 -1.745  -0.107
H -1.172 -2.138 -1.397  -0.215
H 0.840 -1.266 -2.604  0.098
H 0.908 2.038 0.158  0.103
H -1.195 1.193 1.172  0.105
H -2.730 -0.296 0.943  -0.191
H 2.456 1.813 -1.456  0.164
C -3.824 -3.138 -2.446  -1.926
Cl -5.106 -2.193 -3.058  0.567
Cl -3.321 -4.401 -3.611  0.510
Cl -2.347 -2.198 -1.979  0.818
Cl -4.367 -3.835 -0.862  0.496

* M: 662.36 Da
* Kohn-Sham gap: 7.641 eV

[2]
A molecular structure, C31H27ClEuF3IN3O3P at a distorted geometry. Source: OMol25; level of theory: ωB97M-V/def2-TZVPD.

Each line ends with the Löwdin charge.
Cartesian coordinates (Å):
Eu -0.287 -0.327 0.306  1.786
O 0.691 -1.571 1.695  -0.129
C 0.882 -0.533 2.383  -0.679
O -0.029 0.317 2.509  -0.059
C 2.291 -0.248 2.798  -0.141
C 2.789 -0.344 4.086  -0.006
C 4.135 -0.100 4.318  -0.051
C 4.981 0.226 3.266  -0.052
C 4.488 0.308 1.976  -0.069
C 3.136 0.085 1.732  -0.282
P 2.471 0.083 0.020  1.093
C 3.175 1.590 -0.728  -0.367
C 3.520 2.695 0.041  -0.105
C 4.025 3.830 -0.569  -0.076
C 4.153 3.881 -1.947  -0.076
C 3.755 2.803 -2.724  -0.086
C 3.258 1.663 -2.118  -0.106
C 3.534 -1.260 -0.628  -0.338
C 3.084 -2.548 -0.348  -0.101
C 3.840 -3.648 -0.707  -0.059
C 5.057 -3.469 -1.345  -0.068
C 5.512 -2.188 -1.617  -0.068
C 4.760 -1.081 -1.259  -0.085
H 2.134 -0.628 4.895  0.123
H 4.529 -0.171 5.321  0.112
H 6.028 0.417 3.449  0.113
H 5.144 0.545 1.149  0.114
H 3.411 2.652 1.116  0.108
H 4.327 4.670 0.040  0.113
H 4.550 4.766 -2.420  0.111
H 3.838 2.847 -3.799  0.109
H 2.960 0.806 -2.711  0.118
H 2.148 -2.681 0.179  0.074
H 3.480 -4.639 -0.478  0.112
H 5.651 -4.326 -1.627  0.108
H 6.467 -2.049 -2.103  0.108
H 5.130 -0.088 -1.470  0.102
Cl 1.171 4.755 -4.052  0.748
C 0.404 3.454 -3.223  -0.610
C -0.142 2.419 -3.946  -0.146
C -0.802 1.383 -3.292  -0.592
I -1.723 -0.199 -4.332  0.992
C -0.906 1.315 -1.912  -0.447
O -1.568 0.382 -1.272  -0.372
C -0.252 2.346 -1.164  -0.177
N -0.256 2.188 0.187  0.017
C 0.219 3.167 0.926  -0.105
C 0.740 4.352 0.386  -0.033
C 0.834 4.485 -0.976  -0.006
C 0.349 3.457 -1.810  -0.168
H -0.072 2.416 -5.022  0.104
H 0.186 3.002 1.994  0.118
H 1.080 5.131 1.049  0.118
H 1.265 5.368 -1.421  0.105
N -3.582 -1.297 -1.408  0.141
C -4.493 -1.140 -0.251  -0.143
C -3.776 -1.160 1.102  -0.233
N -2.755 -0.108 1.224  -0.042
H -4.093 -1.282 -2.295  0.136
H -3.039 -2.172 -1.376  0.118
H -2.844 -0.514 -1.447  0.061
H -5.217 -1.957 -0.250  0.133
H -5.039 -0.201 -0.374  0.134
H -3.280 -2.124 1.249  0.115
H -4.559 -1.065 1.868  0.127
H -2.380 -0.132 2.179  0.083
H -3.192 0.809 1.102  0.107
F 0.172 -3.540 -0.895  0.027
C -0.649 -2.620 -1.401  -0.233
F 0.249 -1.493 -1.546  -0.207
F -1.342 -2.187 -0.090  -0.271

* M: 891.86 Da
* energy relative to the best compared isomer or geometry (same formula, charge and spin): 0.7461 eV
* multiplicity: 7
* ⟨S²⟩: 12.012
* Kohn-Sham gap (spin up / spin down): 7.715 / 7.730 eV
* charge: +1

Values of total energy, in order: -98994.1690, -100588.1192, all in eV.